# 1
ORCA calculation (ωB97M-V/def2-TZVPD) on 9 unconnected molecules or ions with the total composition C27H50FN2O18.

The geometry in XYZ format:
```
98
Properties=species:S:1:pos:R:3:forces:R:3:lowdin_charge:R:1
F -8.2120 -12.0610 -8.8040 0.1 0.1 0.1 -0.519
C -11.1720 -9.7110 -8.8650 -0.2 -0.4 0.0 0.002
C -11.3440 -10.7700 -9.9260 0.5 -0.4 1.0 -0.315
C -11.3840 -12.1420 -9.2980 -0.2 -0.2 -0.2 -0.087
O -12.4660 -12.7550 -10.0030 -0.5 -1.5 -0.2 0.058
C -13.2130 -11.8630 -10.6600 -0.4 -0.2 0.8 -0.560
O -14.2780 -12.0980 -11.1750 1.1 0.4 0.1 0.126
O -12.6130 -10.6740 -10.5290 -1.5 1.2 -1.1 0.096
H -10.2380 -9.8800 -8.2960 -0.4 0.4 -0.5 0.083
H -12.0080 -9.8040 -8.1810 -0.1 -0.3 0.4 0.081
H -11.3130 -8.7410 -9.2980 0.6 0.8 -0.2 0.079
H -10.6270 -10.7770 -10.7190 0.7 0.5 -0.5 0.137
H -11.6480 -12.0780 -8.2390 0.2 -0.3 0.0 0.121
H -10.4890 -12.7100 -9.5120 0.3 0.0 0.5 0.097
C -13.4460 -15.5740 -7.7640 2.1 -1.0 -0.3 0.003
O -12.2700 -14.8720 -7.2870 0.7 -0.3 0.9 0.003
C -11.0890 -15.1030 -7.8370 0.3 -4.2 -6.4 -0.486
O -10.8860 -15.8920 -8.9790 -1.4 4.2 6.4 -0.075
O -10.1250 -14.4840 -7.2330 -0.3 0.5 0.4 0.010
C -8.8000 -14.6750 -7.7530 0.6 0.6 -1.1 -0.041
H -13.5990 -15.1170 -8.6760 -0.8 0.5 -2.3 0.063
H -14.2810 -15.3790 -7.1460 -0.4 0.2 1.1 0.081
H -13.2280 -16.6460 -7.9200 -0.1 0.6 0.3 0.108
H -8.0910 -14.0630 -7.1680 -0.8 -0.3 -0.2 0.077
H -8.7240 -14.3350 -8.8210 -0.2 -0.3 1.2 0.076
H -8.6030 -15.7250 -7.6700 0.4 -0.6 0.0 0.086
C -5.9700 -12.1260 -6.3820 -0.6 0.5 -0.6 -0.029
O -5.5150 -11.3080 -5.2730 1.1 -0.3 0.5 0.008
C -5.0340 -11.9160 -4.1870 0.6 -7.5 0.1 -0.418
O -4.8570 -13.3340 -4.0150 -1.1 8.5 -1.1 -0.102
O -4.7410 -11.0360 -3.2620 -0.3 0.3 -0.5 -0.006
C -4.2300 -11.4470 -1.9890 0.8 -0.8 -0.8 -0.028
H -5.2620 -12.7780 -6.8210 1.3 -0.9 0.6 0.063
H -6.2920 -11.6090 -7.3160 -0.1 0.8 1.3 0.085
H -6.7880 -12.6440 -5.9590 -0.9 -0.9 -0.1 0.060
H -3.2130 -11.8550 -2.1490 -0.7 -0.2 0.2 0.105
H -4.9080 -12.1770 -1.5460 0.2 0.1 0.1 0.099
H -4.1090 -10.5430 -1.4170 -0.4 0.3 0.2 0.085
C -7.5370 -8.0340 -14.9310 0.4 -1.2 -2.3 -0.076
O -6.9670 -8.4150 -13.7520 2.8 0.3 4.1 -0.011
C -7.5110 -9.2160 -12.8590 -6.2 -4.5 -0.1 -0.397
O -8.6590 -9.8850 -13.1490 6.0 3.6 1.5 -0.031
O -6.8800 -9.3750 -11.6350 0.0 2.0 -4.2 -0.028
C -7.3770 -10.4190 -10.8270 -2.1 0.0 1.0 -0.090
H -7.1030 -7.0930 -15.3260 0.3 -0.7 0.5 0.104
H -8.5520 -7.8500 -14.7670 -1.8 -0.1 -0.2 0.072
H -7.3310 -8.9210 -15.6040 -0.8 1.3 0.0 0.126
H -7.4910 -11.3280 -11.3820 0.5 -0.6 -0.2 0.066
H -8.4150 -10.1710 -10.5170 0.7 -0.1 0.0 0.084
H -6.7660 -10.4700 -9.9270 0.0 -0.2 -0.5 0.056
C -6.6520 -14.5530 -15.4390 -0.1 1.0 -0.5 -0.079
O -7.4560 -15.1440 -14.4470 -2.2 0.3 2.7 -0.044
C -7.8010 -14.4200 -13.3090 4.8 5.1 0.0 -0.327
O -6.9770 -13.3100 -12.9580 -5.4 -6.8 -1.8 -0.071
O -8.9080 -14.8730 -12.7150 2.5 -0.4 -1.3 0.032
C -9.4530 -14.0140 -11.7290 -0.9 0.0 1.8 -0.032
H -6.9680 -13.5220 -15.6800 0.2 -0.4 0.5 0.104
H -6.7830 -15.1250 -16.3590 0.0 -0.3 0.3 0.090
H -5.6260 -14.5750 -15.1300 0.6 0.2 0.1 0.083
H -9.7700 -13.1840 -12.2620 -0.8 1.9 -0.8 0.081
H -8.7880 -13.6710 -10.9590 1.0 0.0 0.1 0.068
H -10.3150 -14.4270 -11.1690 0.5 -0.6 -0.9 0.102
C -13.3600 -9.7660 -3.8530 -2.9 -0.5 0.0 -0.095
O -12.0130 -9.5670 -4.0590 2.4 0.0 -0.1 0.014
C -11.4460 -10.3520 -4.9520 -3.7 -3.4 -7.0 -0.427
O -12.2280 -11.1010 -5.8540 4.3 3.6 5.5 -0.079
O -10.1560 -10.1560 -5.1400 0.0 -0.4 0.8 0.012
C -9.3760 -11.0850 -5.9810 -1.7 -2.1 0.3 0.002
H -13.7510 -9.0000 -3.1620 0.5 -0.2 -0.3 0.098
H -13.5340 -10.7520 -3.4060 0.0 0.1 0.0 0.099
H -13.9650 -9.7460 -4.7940 0.7 0.1 0.6 0.108
H -8.9860 -11.9550 -5.3850 -0.6 1.0 -0.1 0.113
H -8.5400 -10.6350 -6.4410 0.6 1.2 -0.1 0.035
H -10.0170 -11.5140 -6.7710 0.3 0.4 0.5 0.067
C -3.6710 -15.4530 -9.0600 -1.4 -1.8 0.5 -0.115
C -5.1350 -14.9430 -9.1570 1.0 0.7 -0.2 -0.196
C -5.2500 -13.6000 -10.0120 -1.8 -0.2 2.6 -0.170
C -4.3110 -12.5690 -9.6200 1.1 1.0 0.6 -0.257
N -3.5520 -11.7380 -9.3410 -0.8 -0.8 -0.2 0.146
H -3.0400 -14.9370 -8.3930 0.7 1.5 0.4 0.051
H -3.1830 -15.6720 -9.9800 0.3 0.6 -1.1 0.059
H -3.6090 -16.4450 -8.6010 -0.7 -0.2 0.2 0.065
H -5.5100 -14.7360 -8.1200 0.3 -0.1 -0.9 0.102
H -5.7970 -15.7150 -9.5870 0.3 0.4 0.0 0.106
H -6.2740 -13.2080 -9.7120 0.8 0.0 -0.7 0.106
H -5.1840 -13.6210 -11.0700 -0.2 -0.8 -1.1 0.085
C -5.1260 -8.3040 -9.1690 -3.1 -0.2 -1.6 -0.107
C -5.8680 -8.1890 -7.8720 3.2 0.3 1.5 -0.280
C -7.3310 -8.5390 -7.8900 0.5 1.5 1.2 -0.182
C -7.8800 -7.9130 -6.6800 -0.9 0.2 1.5 -0.225
N -8.2370 -7.3900 -5.7060 0.4 -0.7 -1.4 0.146
H -5.8680 -7.7990 -9.8440 1.2 -0.2 -0.3 0.086
H -5.1220 -9.3360 -9.4930 0.6 -0.2 -0.2 0.041
H -4.1800 -7.8250 -9.2150 0.8 0.2 0.1 0.066
H -5.6110 -7.1390 -7.5560 -1.1 -0.9 0.2 0.129
H -5.3100 -8.8380 -7.1670 -0.6 0.3 0.2 0.115
H -7.5740 -9.5660 -8.0040 -0.1 -1.2 0.1 0.070
H -7.7750 -8.0360 -8.6970 -0.8 0.7 -1.4 0.104
```
Forces are in eV/Å.

Computed properties:
E_tot	-2622.3272	Ha
gap between HOMO and LUMO	9.165	eV
net charge	-1
ΔE to the lowest compared entry with this formula, charge and spin	0.00	kcal/mol
E_HOMO	-6.754	eV
spin multiplicity	1

# 2
ORCA calculation (ωB97M-V/def2-TZVPD) on 9 unconnected molecules or ions with the total composition C27H50FN2O18.

The geometry in XYZ format:
```
98
Properties=species:S:1:pos:R:3:forces:R:3:lowdin_charge:R:1
F 0.0372 0.1520 0.1804 0.1 0.0 -0.2 -0.551
C 1.6043 -0.3621 3.2140 1.7 -1.3 1.0 0.001
C 1.7874 -1.5095 2.2164 -1.0 0.8 0.8 -0.303
C 2.8632 -1.3588 1.1626 -0.8 0.9 0.0 -0.088
O 3.4721 -2.6304 1.1571 0.8 0.1 -2.4 0.085
C 3.0773 -3.3552 2.1566 -0.2 -0.3 2.1 -0.628
O 3.5931 -4.3665 2.5162 0.1 -0.9 -0.2 0.137
O 2.0892 -2.7538 2.8406 0.6 -0.3 0.6 0.092
H 0.8653 -0.5862 3.9613 -0.7 -0.5 0.1 0.071
H 1.2582 0.5067 2.7109 0.2 0.9 -0.6 0.047
H 2.5323 -0.2390 3.8434 -0.6 0.4 -1.0 0.106
H 0.8261 -1.7145 1.7997 -0.6 0.5 -0.9 0.111
H 3.6502 -0.6636 1.3368 0.5 0.9 0.8 0.115
H 2.4015 -1.0059 0.2442 -0.1 -0.7 -0.5 0.105
C 6.1261 -0.7255 -1.0915 0.9 -0.6 2.2 -0.057
O 5.2837 0.3511 -1.3589 -2.7 0.9 -1.5 -0.006
C 4.1061 0.1259 -1.9361 -2.9 -6.6 -3.0 -0.414
O 3.5716 -1.1488 -2.3823 3.6 7.0 3.1 -0.114
O 3.4286 1.2144 -2.1761 -0.3 0.4 0.1 0.013
C 1.9926 1.0749 -2.4880 0.3 -2.1 0.6 -0.002
H 5.5776 -1.6857 -1.0007 0.4 0.6 -0.3 0.105
H 6.5474 -0.4073 -0.0956 -0.2 -0.8 -0.8 0.114
H 6.9594 -0.7192 -1.7833 -0.1 -0.3 -0.4 0.088
H 1.6494 0.1686 -1.9223 0.0 0.9 -0.8 0.091
H 1.7358 1.0574 -3.5462 0.8 -0.6 -0.2 0.091
H 1.4660 1.9266 -2.1640 0.0 1.2 1.0 0.046
C -1.3779 2.3134 -1.5114 1.2 -1.4 -0.5 -0.046
O -1.6829 3.6579 -1.1576 -0.2 1.8 0.4 0.003
C -1.3960 4.7189 -1.8923 2.7 -0.5 -7.6 -0.419
O -0.8709 4.7464 -3.2089 -2.9 -0.6 7.7 -0.085
O -1.7234 5.8404 -1.2978 -0.1 -1.2 1.6 0.021
C -1.6366 7.0592 -1.9472 -1.1 0.9 -2.0 -0.073
H -1.9823 1.5406 -0.9594 0.1 1.5 -0.5 0.079
H -0.3457 2.0400 -1.2124 -0.5 0.4 0.0 0.060
H -1.4480 2.2197 -2.5918 -0.2 -0.1 0.1 0.068
H -1.9291 7.8708 -1.3246 -0.9 0.1 1.1 0.083
H -2.2742 7.0744 -2.8502 0.3 -0.1 0.4 0.112
H -0.6821 7.4008 -2.2282 1.7 -0.6 -0.6 0.080
C -5.6531 -3.8550 3.6514 -0.6 -1.1 -0.4 -0.062
O -4.2635 -3.7056 3.4436 1.5 1.7 -1.7 -0.002
C -3.8907 -3.1750 2.2663 -4.3 2.3 -6.1 -0.407
O -4.7664 -2.7725 1.2530 4.5 -2.5 6.3 -0.063
O -2.5883 -3.0652 2.0895 -2.3 -2.1 3.5 0.033
C -2.1032 -2.4237 0.9965 0.4 3.2 -1.0 -0.090
H -6.3642 -3.0446 3.4087 1.0 -0.2 -0.3 0.110
H -5.6881 -4.0967 4.6794 -0.3 0.1 1.3 0.073
H -5.8951 -4.7973 3.1672 -0.6 0.2 -0.5 0.097
H -2.1188 -1.3253 1.1586 -0.3 -0.5 -0.2 0.100
H -2.5637 -2.6656 0.0790 -0.8 -0.5 -0.8 0.066
H -1.0916 -2.6485 0.9522 1.8 -0.7 -0.2 0.053
C -2.0442 -6.1557 -3.3135 2.5 0.1 1.5 0.008
O -0.8099 -5.3516 -3.2545 0.7 0.6 0.7 -0.018
C -0.4669 -4.7743 -2.0850 -5.7 0.7 4.6 -0.401
O -1.3701 -4.7483 -0.9986 5.5 -0.4 -6.2 -0.064
O 0.6746 -4.0946 -2.1273 -1.9 -2.0 -2.8 0.019
C 0.9777 -3.3691 -0.9989 0.5 0.3 2.9 -0.064
H -1.8862 -6.8949 -2.5461 -0.4 -0.5 0.1 0.093
H -2.0819 -6.5810 -4.2797 0.1 -0.3 -1.0 0.079
H -2.8802 -5.5824 -3.0797 -1.3 1.1 0.3 0.072
H 0.9110 -4.1250 -0.1954 -0.1 1.0 0.4 0.117
H 0.3256 -2.4959 -0.8439 0.0 -0.4 0.0 0.088
H 2.0014 -3.0190 -1.0289 0.2 0.0 -0.6 0.084
C 5.5195 3.3449 3.7732 0.1 -1.0 -0.4 -0.024
O 4.1741 3.5878 3.3354 -0.4 1.4 1.2 0.025
C 3.7199 2.9766 2.2971 4.2 -6.7 -5.0 -0.479
O 4.4686 1.9605 1.6643 -4.1 5.5 3.4 -0.086
O 2.5590 3.3726 1.8708 0.0 1.1 1.7 0.013
C 1.9832 2.9210 0.6644 0.3 -0.9 -1.4 -0.032
H 5.8193 4.0150 4.5703 -0.5 0.6 -0.2 0.088
H 6.1765 3.4058 2.9097 0.1 0.0 0.1 0.095
H 5.5843 2.3560 4.2167 0.0 -0.3 -0.3 0.094
H 2.0019 1.8289 0.6127 0.1 0.1 -0.2 0.082
H 2.5057 3.3946 -0.1782 0.1 -0.4 0.2 0.109
H 0.9396 3.2108 0.5615 0.1 0.3 0.8 0.072
C -1.6911 0.4244 -4.4781 1.5 -0.9 -0.6 -0.093
C -1.9325 -0.9893 -3.9291 -0.4 0.3 -1.6 -0.227
C -1.7558 -1.1111 -2.4344 0.4 1.1 -0.2 -0.175
C -2.9585 -0.5761 -1.8155 -2.7 1.7 2.0 -0.225
N -3.9340 -0.1357 -1.3242 2.7 -1.3 -1.6 0.181
H -2.3717 1.0629 -4.0666 -1.7 1.9 1.7 0.025
H -1.8728 0.6420 -5.5261 0.1 -1.0 -0.5 0.076
H -0.6838 0.8175 -4.2973 -0.1 -0.3 0.3 0.072
H -1.3235 -1.6675 -4.5189 0.2 -0.4 0.3 0.106
H -2.9826 -1.2368 -4.1056 0.1 -0.2 -0.4 0.110
H -0.8450 -0.5952 -2.1028 -0.3 0.0 0.4 0.106
H -1.7061 -2.1124 -2.0978 0.3 -1.3 0.2 0.085
C -3.6178 1.1192 1.9235 0.0 -0.3 -0.6 -0.099
C -2.8715 2.3108 2.4275 -0.2 1.5 1.0 -0.276
C -1.4052 2.4358 2.0765 0.1 -0.8 0.3 -0.191
C -0.7495 3.5637 2.7430 0.9 0.7 0.4 -0.222
N -0.1591 4.4414 3.2189 -0.9 -0.9 -0.4 0.141
H -3.7548 0.3541 2.7058 0.5 -0.1 -0.7 0.086
H -3.2368 0.7964 0.9431 0.0 -0.6 0.6 0.045
H -4.5963 1.4676 1.6894 -1.1 0.1 -0.1 0.060
H -2.9424 2.3015 3.5062 0.1 0.0 0.5 0.102
H -3.3893 3.2422 2.1800 0.1 0.0 -0.4 0.111
H -1.2346 2.5374 1.0129 0.0 -0.1 -0.2 0.072
H -0.9537 1.4713 2.3647 0.4 0.5 -0.2 0.118
```
Forces are in eV/Å.

Computed properties:
E_tot	-2622.3160	Ha
gap between HOMO and LUMO	9.023	eV
net charge	-1
ΔE to the lowest compared entry with this formula, charge and spin	7.06	kcal/mol
E_HOMO	-6.536	eV
spin multiplicity	1

# 3
ORCA calculation (ωB97M-V/def2-TZVPD) on 3 unconnected molecules or ions with the total composition C27H50N3O4S.

The geometry in XYZ format:
```
85
Properties=species:S:1:pos:R:3:forces:R:3:lowdin_spin:R:1
C -7.7587 -3.8975 2.9657 0.8 1.5 -0.5 0.000
C -7.3897 -2.8228 1.8542 -0.1 -1.7 0.6 0.000
O -7.0348 -1.5950 2.6231 -1.2 1.5 -1.0 0.000
S -7.4629 -0.3164 1.6998 0.8 1.0 -0.2 0.000
O -6.3228 0.8548 2.0226 -1.2 -1.8 0.3 0.000
C -5.1803 0.3291 2.7650 2.4 0.6 1.0 0.000
C -4.0487 1.4340 2.8930 -0.3 -0.1 0.1 0.000
C -9.0015 0.4425 2.3861 0.4 -0.9 2.2 0.000
C -9.2405 0.1833 3.7868 -2.1 1.5 -0.1 0.000
C -10.4492 0.8258 4.3574 1.5 0.3 -3.8 0.000
C -11.1763 1.6163 3.3637 0.1 -0.3 0.7 0.000
C -10.8097 1.7437 1.9594 0.4 -0.6 1.7 0.000
N -9.6972 1.1385 1.4787 -0.3 -0.2 1.4 0.000
H -8.2561 -4.7797 2.5032 0.4 0.7 0.5 0.000
H -6.7906 -4.1461 3.4743 -1.0 -0.1 -0.4 0.000
H -8.4000 -3.3498 3.7048 0.3 -0.9 -0.7 0.000
H -8.2479 -2.6326 1.1599 0.8 -0.1 0.6 0.000
H -6.4633 -3.1114 1.2986 -0.9 0.3 0.3 0.000
H -5.4686 0.0658 3.8159 -0.1 0.0 -1.2 0.000
H -4.7040 -0.5298 2.2250 -0.8 0.6 0.6 0.000
H -3.3031 1.3797 2.0645 -0.7 0.1 0.6 0.000
H -4.4669 2.4702 2.9534 0.2 -0.9 -0.1 0.000
H -3.4983 1.2421 3.8556 -0.5 0.1 -1.0 0.000
H -8.5728 -0.4358 4.4319 -0.5 0.6 -0.9 0.000
H -10.7417 0.7417 5.4225 0.2 0.1 -1.0 0.000
H -12.0879 2.1681 3.7060 0.9 -0.6 -0.4 0.000
H -11.4317 2.3441 1.2525 0.7 -0.6 0.7 0.000
C 2.8713 2.6017 -0.0958 0.0 0.2 -0.3 0.002
C 1.8029 1.7514 0.6444 2.2 0.5 0.0 0.025
C 1.8106 0.3113 0.1022 -0.5 -0.2 -0.2 0.014
C 1.1795 0.1737 -1.2783 0.0 0.0 0.0 0.001
C -0.2145 0.7919 -1.3010 0.3 -0.3 0.3 0.014
C -0.2350 2.2440 -0.7957 -0.4 1.0 -1.8 0.026
N 0.4650 2.4050 0.5147 -1.6 -2.9 1.3 0.348
O -0.3224 1.9163 1.4621 0.5 1.1 -0.5 0.561
C 0.4036 3.1644 -1.8573 0.4 0.0 -0.1 0.001
C -1.6993 2.7191 -0.7318 -0.1 -0.1 0.7 -0.001
C 2.2952 1.7093 2.1043 -0.7 -0.1 0.3 -0.001
H 3.8077 2.6546 0.4626 -0.1 -0.2 0.1 0.000
H 3.1253 2.1989 -1.0781 -0.1 0.1 0.0 0.000
H 2.5466 3.6364 -0.2230 -0.1 -0.1 0.0 0.001
H 1.2708 -0.3472 0.7934 0.0 0.2 0.1 0.003
H 2.8372 -0.0666 0.0664 0.0 0.2 0.1 0.001
H 1.8146 0.6345 -2.0400 0.0 0.0 0.0 0.000
H 1.1112 -0.8844 -1.5435 0.1 0.1 0.0 0.001
H -0.6110 0.7447 -2.3195 0.0 0.2 0.1 0.001
H -0.8780 0.1712 -0.6891 0.0 0.2 0.1 0.003
H 0.4815 4.1908 -1.4907 0.0 -0.1 0.0 0.001
H -0.2064 3.1908 -2.7632 -0.1 -0.1 0.2 0.000
H 1.3921 2.8407 -2.1771 0.0 0.0 0.1 0.000
H -2.3211 2.0782 -0.1036 0.2 0.0 0.1 -0.001
H -2.1501 2.7088 -1.7262 0.3 0.0 0.0 0.000
H -1.7657 3.7413 -0.3503 0.0 -0.1 0.0 0.000
H 2.3016 2.7068 2.5491 0.0 0.0 0.0 0.000
H 3.3136 1.3163 2.1497 -0.1 0.1 -0.3 0.000
H 1.6888 1.0542 2.7321 -0.1 0.2 -0.1 -0.001
C 7.5055 -0.4713 -3.7156 0.3 -0.2 0.0 0.002
C 6.0684 -0.4975 -3.1274 1.4 1.2 -1.1 0.025
C 6.0530 0.1851 -1.7477 -0.2 -0.2 0.4 0.014
C 6.6809 -0.6557 -0.6413 0.0 0.0 0.0 0.001
C 6.0620 -2.0495 -0.6045 -0.1 0.5 0.0 0.014
C 6.1013 -2.7604 -1.9675 1.4 -1.6 0.4 0.026
N 5.5749 -1.9067 -3.0745 -2.7 1.0 1.9 0.342
O 4.2551 -1.8727 -2.9709 1.0 -0.4 -0.7 0.569
C 7.5491 -3.1986 -2.2748 0.3 0.2 -0.1 0.001
C 5.3330 -4.0905 -1.8476 -0.6 0.3 -0.3 -0.001
C 5.2456 0.3752 -4.0951 -0.6 -0.4 0.1 -0.001
H 7.6505 0.3676 -4.3987 -0.2 0.0 0.2 0.000
H 8.2747 -0.3742 -2.9476 0.0 -0.1 0.0 0.000
H 7.7176 -1.3673 -4.3021 -0.1 0.0 0.1 0.001
H 5.0191 0.4139 -1.4600 0.0 -0.1 -0.2 0.003
H 6.5701 1.1478 -1.8043 0.0 -0.1 -0.2 0.001
H 7.7643 -0.7216 -0.7743 0.0 0.0 0.0 0.000
H 6.5253 -0.1642 0.3233 0.0 0.0 0.0 0.001
H 6.5810 -2.6525 0.1462 0.0 -0.2 -0.2 0.001
H 5.0269 -1.9593 -0.2576 -0.1 -0.1 -0.2 0.003
H 7.6239 -3.6304 -3.2756 -0.1 0.1 0.0 0.001
H 7.8796 -3.9631 -1.5680 -0.2 0.0 0.0 0.000
H 8.2752 -2.3916 -2.1967 -0.1 0.0 -0.1 0.000
H 4.3047 -3.9517 -1.5093 0.0 0.1 -0.2 -0.001
H 5.8129 -4.7467 -1.1187 0.2 0.2 0.0 0.000
H 5.3106 -4.6199 -2.8034 0.0 0.1 0.0 0.000
H 5.2106 -0.0656 -5.0936 0.0 0.0 0.1 0.000
H 5.6923 1.3684 -4.1833 0.2 -0.2 0.1 0.000
H 4.2216 0.5323 -3.7498 0.0 -0.2 0.0 -0.001
```
Forces are in eV/Å.

Computed properties:
E_tot	-1921.7006	Ha
gap between HOMO and LUMO (alpha / beta)	5.987 / 6.698	eV
net charge	+1
E_HOMO (alpha / beta)	-9.947 / -10.659	eV
spin multiplicity	3
⟨S²⟩	2.01

Q: What is the E_tot in the first record?
A: -2622.3272 Ha

Q: Which value of net charge does entry 2 give?
A: -1

Q: Look up the E_tot of the third one.
A: -1921.7006 Ha